32
Properties=species:S:1:pos:R:3:mulliken_charge:R:1 method="wB97M-V/def2-TZVPD" total_charge=+2 lumo_ev=-5.960 homo_ev=-14.877 total_energy_ev=-114565.0344
Sn -1.313 -1.532 2.148 1.014
Br 3.952 0.888 1.340 -0.109
C 2.878 -0.602 0.910 -0.268
C 3.261 -1.530 -0.046 -0.054
C 2.384 -2.560 -0.346 -0.784
C 1.155 -2.609 0.287 -0.030
N 0.806 -1.710 1.213 -0.141
C 1.662 -0.740 1.543 -0.214
H 4.218 -1.451 -0.546 0.486
H 2.643 -3.312 -1.078 0.438
H 0.431 -3.377 0.047 0.313
H 1.356 -0.047 2.317 0.660
S -2.786 -4.474 -0.764 -0.255
C -2.408 -3.072 -0.204 0.542
N -2.115 -1.965 0.204 -0.940
N -2.545 0.097 -1.634 -0.084
C -2.490 1.302 -0.748 -0.817
P -0.876 1.203 0.128 1.480
O 0.098 0.664 -0.866 -0.968
O -1.107 0.529 1.470 -0.694
C -0.260 2.914 0.490 -0.957
N 1.159 2.948 -0.020 -0.177
H -3.390 0.079 -2.205 0.433
H -2.492 -0.772 -1.034 0.120
H -1.720 0.075 -2.241 0.353
H -3.333 1.272 -0.061 0.364
H -2.559 2.194 -1.369 0.498
H -0.272 3.136 1.554 0.409
H -0.829 3.680 -0.035 0.429
H 1.844 2.712 0.706 0.207
H 1.416 3.855 -0.412 0.379
H 1.231 2.205 -0.745 0.371

---

28
Properties=species:S:1:pos:R:3:mulliken_charge:R:1 method="wB97M-V/def2-TZVPD" total_charge=+1 lumo_ev="-4.454 / -4.503" homo_ev="-11.721 / -11.721" total_energy_ev=-41042.7896
C 2.470 1.081 -1.263 -1.249
Ce 0.658 0.252 -0.100 1.325
N -1.972 -0.365 0.986 -0.704
N 0.262 -1.820 -1.798 -0.770
H -2.682 0.318 0.695 0.252
H 0.310 -0.947 1.208 -0.025
H 2.930 1.847 -0.602 0.368
H 2.559 1.371 -2.311 0.377
H 3.143 0.189 -1.147 0.382
H -0.553 -1.852 -2.417 0.283
H 0.231 -2.656 -1.203 0.307
H 1.101 -1.885 -2.380 0.311
H -2.320 -1.310 0.832 0.264
H -1.856 -0.257 2.001 0.296
Cl -3.007 7.215 3.767 -0.176
C -2.299 5.978 2.803 0.409
C -3.037 5.366 1.772 -0.638
C -2.443 4.339 1.021 -0.288
C -1.144 3.909 1.303 0.089
C -0.407 4.559 2.290 -0.215
C -0.969 5.596 3.047 -0.653
C -0.567 2.663 0.706 0.918
O -1.008 2.161 -0.388 -0.744
O 0.390 2.057 1.357 -0.744
H -4.067 5.690 1.607 0.399
H -3.016 3.865 0.231 0.429
H 0.603 4.227 2.504 0.410
H -0.398 6.080 3.847 0.387

---

25
Properties=species:S:1:pos:R:3:mulliken_charge:R:1 method="wB97M-V/def2-TZVPD" total_charge=0 lumo_ev=0.829 homo_ev=-9.130 total_energy_ev=-13547.8069
C -2.207 -1.369 0.985 -1.150
N -1.137 -0.389 1.030 -0.457
C -0.511 -0.234 -0.235 0.613
C -1.381 0.139 -1.273 0.155
N -1.939 0.429 -2.208 -0.551
C 0.353 -1.386 -0.639 -0.990
C 1.581 -0.815 -1.384 -0.820
O 1.510 0.638 -1.312 -0.518
C 0.925 0.964 -0.111 1.331
C 0.440 2.484 0.003 -1.470
C 1.568 0.487 1.161 -1.425
H -1.901 -2.367 0.671 0.359
H -2.477 -1.485 1.921 0.507
H -3.064 -1.032 0.336 0.277
H -1.697 0.430 1.310 0.302
H -0.322 -2.014 -1.261 0.458
H 0.391 -1.963 0.308 0.359
H 2.543 -1.177 -1.091 0.370
H 1.467 -0.985 -2.387 0.445
H -0.668 2.530 -0.180 0.301
H 0.895 3.017 -0.861 0.371
H 0.426 2.927 0.966 0.465
H 1.990 1.393 1.597 0.506
H 2.440 -0.161 0.956 0.221
H 0.776 -0.062 1.695 0.342

---

26
Properties=species:S:1:pos:R:3:mulliken_charge:R:1 method="wB97M-V/def2-TZVPD" total_charge=0 lumo_ev=0.843 homo_ev=-8.585 total_energy_ev=-15594.1247
N 2.011 1.575 -0.068 -0.509
C 2.477 0.413 0.613 -0.356
C 1.365 -0.118 1.473 -0.414
O 0.170 0.621 1.548 -0.488
C 1.826 -0.861 0.222 0.203
O 2.655 -2.028 0.240 -0.563
H 2.185 2.395 0.496 0.208
H 2.448 1.712 -0.949 0.200
H 3.493 0.362 0.991 0.314
H 1.579 -0.550 2.434 0.460
H 0.028 0.975 0.665 0.280
H 1.118 -0.779 -0.624 0.314
H 2.125 -2.809 0.403 0.327
C -1.403 -2.165 1.418 -0.663
C -1.527 -2.226 0.082 -0.888
C -1.719 -1.039 -0.683 -0.034
C -1.828 -0.028 -1.341 0.958
C -1.839 1.301 -1.964 -0.796
N -2.218 2.342 -1.000 -0.518
H -1.247 -3.037 2.039 0.312
H -1.612 -1.187 1.871 0.256
H -1.451 -3.167 -0.474 0.319
H -0.834 1.514 -2.405 0.294
H -2.570 1.248 -2.813 0.346
H -2.009 3.254 -1.378 0.210
H -3.222 2.280 -0.795 0.226

---

28
Properties=species:S:1:pos:R:3:mulliken_charge:R:1 method="wB97M-V/def2-TZVPD" total_charge=+1 lumo_ev=-3.464 homo_ev=-12.618 total_energy_ev=-35712.4985
C 0.822 -0.419 -1.658 -1.070
C -0.400 -0.611 -1.205 0.203
C 2.215 0.134 0.222 0.791
C -1.247 -0.615 -0.148 0.754
C -4.321 -0.557 0.730 -1.134
C -0.189 2.705 -0.825 -0.801
C 4.552 -1.462 0.123 -1.080
C -2.995 -1.154 1.253 -0.238
N 1.534 1.136 0.796 -0.621
N 1.999 -0.593 -0.876 0.028
O -1.213 0.561 0.612 -0.383
O -2.027 -1.603 0.312 -0.332
P -0.007 1.666 0.638 0.402
S 3.687 -0.158 1.009 -0.036
H 0.840 -0.169 -2.724 0.332
H -4.186 0.516 0.289 0.214
H -4.569 -1.113 -0.089 0.365
H -5.197 -0.515 1.341 0.405
H -0.089 2.090 -1.793 0.298
H 0.747 3.328 -1.062 0.370
H -1.178 3.228 -0.810 0.360
H 5.643 -1.451 0.205 0.382
H 4.550 -1.440 -0.924 0.361
H 4.113 -2.422 0.297 0.417
H -3.050 -2.137 1.752 0.400
H -2.630 -0.470 1.892 0.314
H 2.912 -0.794 -1.267 0.164
H -0.316 2.319 1.909 0.135

---

29
Properties=species:S:1:pos:R:3:mulliken_charge:R:1 method="wB97M-V/def2-TZVPD" total_charge=0 lumo_ev=0.317 homo_ev=-9.821 total_energy_ev=-21742.0487
C 2.265 -2.442 -0.324 -1.323
C 2.657 -0.963 -0.446 0.184
N 1.453 -0.150 -0.681 -0.266
C 0.934 0.628 0.282 0.094
O 1.439 0.801 1.399 -0.723
C -0.466 1.209 -0.044 0.776
N -0.686 1.080 -1.473 -0.656
C -1.476 0.426 0.784 -1.269
C -2.834 1.156 0.961 -0.460
C -3.734 0.178 1.670 0.514
O -3.666 -1.031 1.726 -0.567
O -4.730 0.836 2.306 -0.444
C 3.653 -0.797 -1.554 0.482
O 4.421 -1.665 -1.870 -0.555
O 3.805 0.445 -2.057 -0.515
H 3.188 -3.028 -0.371 0.394
H 1.665 -2.608 -1.295 0.291
H 1.693 -2.678 0.531 0.390
H 3.020 -0.642 0.480 0.384
H 0.844 -0.172 -1.518 0.378
H -0.485 2.257 0.341 0.292
H -1.659 0.838 -1.670 0.228
H -0.415 1.915 -2.001 0.188
H -1.047 0.375 1.795 0.425
H -1.592 -0.564 0.356 0.401
H -3.316 1.390 0.019 0.340
H -2.765 2.074 1.573 0.308
H -5.234 0.150 2.766 0.350
H 3.068 0.983 -1.687 0.361

---

26
Properties=species:S:1:pos:R:3:mulliken_charge:R:1 method="wB97M-V/def2-TZVPD" total_charge=0 lumo_ev="0.645 / -2.969" s2=2.0047 multiplicity=3 homo_ev="-4.655 / -9.827" total_energy_ev=-24380.0751
C -0.396 -0.104 1.678 -0.504
C -0.207 -1.791 -0.241 0.040
C -1.112 -0.817 0.566 0.491
C 1.697 -0.697 1.077 0.578
C 2.614 -1.583 1.886 -1.706
C -1.717 2.003 -2.061 -1.023
C -1.843 0.121 -0.418 -1.300
C -0.902 0.948 -1.241 -0.073
N 0.806 -0.046 1.883 -0.368
N 1.123 -1.590 -0.066 -0.123
O -0.646 -2.539 -1.089 -0.639
S 2.727 0.574 0.235 -0.084
H -1.056 0.423 2.280 0.483
H -1.905 -1.340 1.091 0.362
H 3.284 -0.977 2.577 0.347
H 3.195 -2.316 1.283 0.487
H 2.050 -2.375 2.408 0.400
H -2.198 1.251 -2.782 0.269
H -0.925 2.656 -2.473 0.339
H -2.437 2.497 -1.324 0.262
H -2.452 -0.412 -1.100 0.448
H -2.396 0.759 0.188 0.533
H -0.061 1.424 -0.590 0.078
H -0.330 0.266 -1.862 0.314
H 1.788 -2.388 -0.162 0.248
H 3.821 -0.185 0.470 0.141

---

25
Properties=species:S:1:pos:R:3:mulliken_charge:R:1 method="wB97M-V/def2-TZVPD" total_charge=+1 lumo_ev=-3.872 homo_ev=-12.218 total_energy_ev=-12984.1900
C 2.189 -1.470 1.534 -0.495
C 1.014 -2.270 1.467 -0.406
C 2.125 -0.146 1.295 -0.489
C -0.211 -1.730 1.235 -0.771
C 0.858 0.522 0.966 0.067
C -0.357 -0.320 1.085 0.811
C 0.747 0.833 -2.809 -1.014
C -0.940 2.256 -2.002 -0.434
N -2.724 -0.353 0.994 -0.249
N -1.461 0.352 1.014 -0.560
N -0.018 1.439 -1.758 -0.216
H 3.121 -1.952 1.788 0.408
H 1.104 -3.335 1.620 0.411
H 3.008 0.473 1.331 0.414
H -1.081 -2.374 1.213 0.337
H 0.732 1.456 1.517 0.389
H 1.798 1.096 -2.662 0.306
H 0.667 -0.251 -2.702 0.285
H 0.437 1.129 -3.817 0.362
H -1.472 2.689 -1.165 0.304
H -1.231 2.576 -3.006 0.230
H -2.878 -0.951 1.828 0.362
H -2.834 -0.934 0.145 0.366
H -3.438 0.390 0.985 0.355
H 0.845 0.873 -0.098 0.226

---

25
Properties=species:S:1:pos:R:3:mulliken_charge:R:1 method="wB97M-V/def2-TZVPD" total_charge=+1 lumo_ev="-4.953 / -4.954" homo_ev="-11.343 / -11.341" total_energy_ev=-12983.3560
C -3.663 0.972 0.279 -0.261
C -3.072 0.191 1.319 -0.440
C -3.208 0.869 -1.063 -0.707
C -2.189 -0.809 1.003 -0.299
C -2.266 -0.079 -1.360 -0.241
C -1.763 -0.972 -0.360 1.067
C -0.824 -1.855 -0.756 -1.007
C 1.427 -0.575 0.014 0.025
N 2.323 -1.412 0.512 -0.309
N 1.759 0.722 -0.137 -0.308
N 4.352 1.538 0.261 -0.891
H -4.407 1.716 0.451 0.399
H -3.414 0.323 2.432 0.291
H -3.425 1.593 -1.807 0.389
H -2.022 -1.469 1.891 0.292
H -1.621 -0.135 -2.260 0.311
H -0.804 -2.057 -1.788 0.393
H -0.465 -2.413 0.073 0.401
H 2.418 -2.366 0.255 0.223
H 3.153 -1.131 1.012 0.187
H 2.836 1.113 -0.087 0.409
H 0.984 1.349 -0.564 0.216
H 4.284 2.056 1.123 0.255
H 4.394 1.952 -0.745 0.329
H 5.213 0.878 0.303 0.275